Entry 1:
Entry from OMol25: a structure of composition C5H9NO (ωB97M-V with the def2-TZVPD basis set).

For the calculated total energy, the calculation gives -8863.8701 eV. Its relative energy (zero: lowest compared OMol25 entry of this formula, charge and spin) is 5.342 eV. Its HOMO energy is -0.3286 Eh. As for the total charge: 0. The HOMO-LUMO gap comes out at 9.7874 eV. For the max |F|, the calculation gives 0.5 eV/Å.

Element x y z (Å)
O (-2.01647, -1.53261, 0.08653)
N (1.51938, 0.45813, 0.66367)
C (0.26134, -1.14590, -0.76731)
C (-0.78559, -1.10775, 0.34016)
C (1.10465, 0.09628, -0.69161)
C (0.41824, 1.19176, 0.03273)
C (-0.93771, 0.84163, 0.57212)
H (0.59390, 2.22179, -0.27037)
H (-1.76418, -0.23891, 0.26198)
H (0.85015, -2.06151, -0.63438)
H (1.77114, 0.32461, -1.52068)
H (-0.26550, -1.20184, -1.72507)
H (-1.04196, 1.01805, 1.64440)
H (2.37084, 1.01116, 0.63483)
H (-1.71853, 1.40242, 0.03132)
H (-0.35972, -1.27729, 1.34168)

---

Entry 2:
Entry from OMol25: a structure of composition C4H6FLaO4 (ωB97M-V with the def2-TZVPD basis set).

For the calculated total energy, the calculation gives -16005.1190 eV. Its relative energy (zero: lowest compared OMol25 entry of this formula, charge and spin) is 0.000 eV. Its HOMO energy (alpha / beta) is -0.3785 / -0.5012 Eh. As for the total charge: +1. The spin multiplicity is 2. The HOMO-LUMO gap (alpha / beta) comes out at 5.8153 / 8.9815 eV. The expectation value of S² is 0.751. For the max |F|, the calculation gives 2.7 eV/Å.

Element x y z (Å)
La (-0.80891, -2.32297, 2.02049)
F (-2.19166, -1.80461, -1.25534)
O (-1.33074, 0.71216, 0.06815)
O (-0.38565, 0.15791, 2.01017)
O (0.74048, 1.36547, 0.48160)
O (-0.19604, -1.56133, -0.18571)
C (-1.10973, 0.30910, -1.28852)
C (-0.27887, 0.64302, 0.87712)
C (-0.88688, -1.20528, -1.26522)
C (2.03360, 1.02031, 0.98860)
H (2.74098, 1.66273, 0.45858)
H (-0.44049, -1.54422, -2.21774)
H (-0.21293, 0.80215, -1.68555)
H (2.24770, -0.03648, 0.79147)
H (2.07083, 1.20290, 2.06845)
H (-1.99168, 0.59914, -1.86655)

---

Entry 3:
Entry from OMol25: a cluster of 2 separate species, C4H12N2O in total (ωB97M-V with the def2-TZVPD basis set).

For the calculated total energy, the calculation gives -9363.9930 eV. Its relative energy (zero: lowest compared OMol25 entry of this formula, charge and spin) is 2.217 eV. Its HOMO energy (alpha / beta) is -0.1978 / -0.3594 Eh. As for the total charge: 0. The spin multiplicity is 3. The HOMO-LUMO gap (alpha / beta) comes out at 6.3795 / 9.8865 eV. The expectation value of S² is 2.007. For the max |F|, the calculation gives 3.9 eV/Å.

Element x y z (Å)
O (-2.74873, 0.69810, -0.62991)
N (-0.19806, -0.76143, -0.05751)
N (0.72408, -0.51419, 0.86439)
C (-1.47237, 1.00607, -0.17178)
C (-1.11545, -1.77205, 0.44153)
C (1.71148, 0.61569, 0.52431)
C (1.92977, 0.64363, -1.00566)
H (-0.76868, -2.78893, 0.36270)
H (1.22688, 1.30055, -1.46609)
H (1.32665, 1.53462, 0.87355)
H (-1.39261, 1.43257, 0.78358)
H (2.55651, 0.22008, 1.17322)
H (-1.49842, -1.76204, 1.48368)
H (2.92355, 1.10822, -1.18627)
H (-2.05145, -1.76346, -0.12605)
H (0.52169, -0.46300, 1.82059)
H (-0.68498, 1.55301, -0.78409)
H (-2.69937, 0.00337, -1.37837)
H (1.70950, -0.29080, -1.52182)

---

Entry 4:
Entry from OMol25: the ion C7H15N4O with charge +1 (ωB97M-V with the def2-TZVPD basis set).

For the calculated total energy, the calculation gives -15497.0551 eV. Its relative energy (zero: lowest compared OMol25 entry of this formula, charge and spin) is 0.000 eV. Its HOMO energy (alpha / beta) is -0.3544 / -0.4581 Eh. As for the total charge: +1. The spin multiplicity is 3. The HOMO-LUMO gap (alpha / beta) comes out at 6.8714 / 5.2052 eV. The expectation value of S² is 2.008. For the max |F|, the calculation gives 6.7 eV/Å.

Element x y z (Å)
O (0.79334, 0.12498, 2.21936)
N (2.08662, -0.00801, 1.50479)
N (1.39377, -1.43373, -0.31387)
N (-2.56485, -0.19765, -0.39401)
N (-0.58237, 0.76336, -0.12466)
C (-1.24276, -0.26310, -0.71781)
C (-1.49265, 1.51038, 0.54845)
C (-3.51796, -1.14504, -0.76675)
C (0.81928, 0.99441, -0.30424)
C (-2.67269, 0.92850, 0.33572)
C (3.14555, 0.22062, -0.61835)
C (1.84634, -0.08905, 0.09903)
H (2.14294, -2.01911, -0.68321)
H (-4.47192, -0.92258, -0.20313)
H (1.11253, 1.03953, -1.29300)
H (2.40709, -0.95400, 1.78788)
H (3.73085, 1.11848, -0.17689)
H (-1.27282, 2.42810, 1.03615)
H (0.95167, -1.83118, 0.51488)
H (-0.85565, -0.98290, -1.49494)
H (0.76328, 1.05278, 2.40930)
H (1.24207, 1.89213, 0.14303)
H (-3.68513, -0.96351, -1.85045)
H (2.80717, 0.48429, -1.56791)
H (-3.25658, -2.24378, -0.45678)
H (3.83877, -0.58438, -0.60195)
H (-3.46588, 1.08048, 0.96935)

---

Entry 5:
Entry from OMol25: a cluster of 5 separate species, CH12O5 in total (ωB97M-V with the def2-TZVPD basis set).

For the calculated total energy, the calculation gives -11468.8192 eV. Its relative energy (zero: lowest compared OMol25 entry of this formula, charge and spin) is 0.666 eV. Its HOMO energy is -0.3682 Eh. As for the SMILES: CO.O.O.O.O. As for the total charge: 0. The HOMO-LUMO gap comes out at 10.5020 eV. For the max |F|, the calculation gives 3.6 eV/Å.

Element x y z (Å)
O (-1.01005, -1.05947, -1.27237)
O (-2.69654, -0.71597, 1.16406)
O (-0.03398, 1.20087, 1.42903)
O (-0.26190, 1.50861, -1.27643)
O (2.38294, 0.13266, 0.81837)
C (2.09470, -0.70416, -0.25838)
H (-2.94220, -1.12919, 1.98351)
H (0.88178, 1.16898, 1.78788)
H (1.91843, -0.16708, -1.17856)
H (-2.39234, 0.22279, 1.47231)
H (2.93837, -1.39986, -0.41735)
H (-0.63741, 0.64112, -1.46403)
H (-1.55017, -1.55914, -2.00575)
H (-1.04442, 2.05552, -1.16866)
H (2.63094, 0.99316, 0.46117)
H (-1.61347, -1.18067, -0.48824)
H (0.10745, 1.25208, 0.43001)
H (1.22788, -1.26024, -0.01658)

---

Entry 6:
Entry from OMol25: the molecule C6H8N2 (ωB97M-V with the def2-TZVPD basis set).

For the calculated total energy, the calculation gives -9325.6160 eV. Its relative energy (zero: lowest compared OMol25 entry of this formula, charge and spin) is 6.092 eV. Its HOMO energy is -0.2953 Eh. As for the SMILES: C#C[C@@H]1CC=NN1C. As for the total charge: 0. The HOMO-LUMO gap comes out at 8.9319 eV. For the max |F|, the calculation gives 4.7 eV/Å.

Element x y z (Å)
N (0.27202, 0.21403, 0.58013)
N (0.66854, 1.52722, 0.39435)
C (-0.36601, -1.54446, -0.88387)
C (-0.27263, -2.79114, -0.99740)
C (-0.71799, 0.99853, -1.25028)
C (-0.03692, 2.06398, -0.54954)
C (-0.77900, -0.25408, -0.21063)
C (0.87412, -0.31340, 1.83985)
H (0.08174, 0.89972, -2.15941)
H (0.30409, 2.98648, -0.98848)
H (-1.72389, -0.48182, 0.33949)
H (0.06172, -0.32094, 2.65245)
H (1.68521, -1.28816, 1.86417)
H (0.06318, -3.89357, -1.20116)
H (1.47779, 0.77000, 2.22665)
H (-1.59199, 1.42762, -1.65631)

---

Q: What is the formula in the sixth record?
A: C6H8N2

---

Q: What is the max |F| in the first record?
A: 0.5 eV/Å

---

Q: Number 6 is which compound?
A: C6H8N2